1.
{"formula": "C8H15N2OS", "method": "ωB97M-V with the def2-TZVPD basis set", "smiles": "CSC1([C@@H]2COC(=[NH2+])N2)CCC1", "relative_energy_kj_mol": 287.1, "gap_ev": 9.02, "total_charge": 1, "symbols": ["C", "S", "C", "C", "C", "O", "C", "N", "N", "C", "C", "C", "H", "H", "H", "H", "H", "H", "H", "H", "H", "H", "H", "H", "H", "H", "H"], "xyz": [[0.456, -0.362, 3.203], [-0.977, -0.284, 2.136], [-0.265, -0.440, 0.518], [0.334, 1.078, 0.100], [-0.731, 2.239, 0.200], [-0.866, 2.633, -1.175], [-0.130, 1.867, -1.943], [-0.259, 1.949, -3.246], [0.714, 1.092, -1.269], [-1.302, -0.950, -0.438], [-0.370, -2.095, -0.822], [0.601, -1.593, 0.118], [1.046, 0.508, 3.401], [1.166, -1.115, 3.089], [0.093, -0.520, 4.308], [1.209, 1.382, 0.814], [-1.663, 1.886, 0.546], [-0.469, 2.995, 0.888], [0.426, 1.429, -3.825], [-0.527, 2.871, -3.629], [1.091, 0.216, -1.675], [-1.545, -0.310, -1.217], [-2.107, -1.365, 0.132], [-0.678, -3.067, -0.738], [0.045, -1.996, -1.907], [0.700, -2.260, 0.921], [1.644, -1.507, -0.249]], "forces_ev_per_angstrom": [[-1.291, 0.706, 3.671], [0.491, -0.402, 0.770], [1.297, 4.288, -0.227], [0.116, -0.974, 3.803], [1.131, -2.471, -0.495], [0.074, 0.497, -0.938], [0.219, 0.451, 0.947], [0.872, 0.449, -1.577], [-0.123, -0.786, -1.353], [-0.351, -1.627, 0.608], [0.498, 1.826, -4.913], [3.349, -0.374, 1.595], [0.112, 1.198, -0.731], [0.750, -1.753, -0.888], [0.093, -0.035, -2.095], [-1.340, -1.006, -1.437], [-1.201, -0.591, 0.092], [0.703, 1.355, 0.029], [-0.777, 0.570, 0.591], [-0.157, -0.923, 0.305], [-0.159, 1.021, 0.208], [-1.086, 1.132, -1.376], [-1.127, 0.268, -0.129], [-1.023, -2.339, 0.397], [-0.947, -0.195, 1.494], [0.316, -0.929, 1.442], [-0.440, 0.644, 0.208]]}

---

2.
{"formula": "C8H15N2P2", "method": "ωB97M-V with the def2-TZVPD basis set", "smiles": "CPN/C(=[NH+]\\PC)C1C=CC=C1", "relative_energy_kj_mol": 0.0, "gap_ev": 9.42, "total_charge": 1, "symbols": ["C", "P", "N", "C", "N", "P", "C", "C", "C", "C", "C", "C", "H", "H", "H", "H", "H", "H", "H", "H", "H", "H", "H", "H", "H", "H", "H"], "xyz": [[3.084, -2.798, -0.095], [1.338, -2.585, 0.359], [1.112, -0.855, -0.184], [-0.078, -0.432, -0.431], [-0.271, 0.904, -0.774], [0.968, 2.154, -0.386], [-0.388, 3.530, -0.062], [-1.254, -1.346, -0.319], [-2.318, -0.923, -1.356], [-3.300, -0.263, -0.707], [-3.063, -0.371, 0.751], [-1.908, -1.019, 1.016], [3.623, -2.391, 0.828], [3.321, -2.298, -1.119], [3.452, -3.805, -0.419], [0.959, -3.359, -0.805], [1.823, -0.225, -0.264], [-1.299, 1.046, -0.612], [1.141, 2.478, -1.724], [-0.795, 3.439, 0.905], [-0.931, 3.889, -0.967], [0.296, 4.386, 0.016], [-0.862, -2.307, -0.471], [-1.993, -0.957, -2.402], [-4.099, 0.270, -1.194], [-3.648, 0.179, 1.352], [-1.297, -1.286, 1.796]], "forces_ev_per_angstrom": [[1.709, 1.097, -0.799], [0.372, -1.059, -0.548], [-1.499, -3.933, 0.090], [-0.818, 3.530, -0.840], [-0.817, -2.758, 1.476], [-2.864, 0.769, 0.204], [3.277, 0.558, -2.026], [-1.661, 1.557, -0.810], [1.289, 0.415, 0.437], [1.075, -1.126, -0.396], [2.418, -1.143, -1.983], [-1.084, 0.402, -2.916], [0.112, -0.585, -1.793], [-0.302, 0.015, 2.053], [-0.806, 0.371, 1.205], [-0.442, 0.832, 0.247], [2.679, 1.858, -0.137], [1.284, 0.667, -0.674], [0.294, 0.292, -0.469], [-1.120, -0.316, 0.729], [-0.372, -1.155, 0.908], [0.085, 0.115, 0.395], [-0.097, -1.593, -0.015], [-0.847, 0.018, 0.298], [-0.276, 0.009, 0.150], [-2.058, 1.324, 2.651], [0.468, -0.161, 2.563]]}

---

3.
{"formula": "C8H15N3", "method": "ωB97M-V with the def2-TZVPD basis set", "smiles": "CC1=CC[C@](C)(N(N)N)C=C1", "relative_energy_kj_mol": 403.6, "gap_ev": 8.32, "symbols": ["C", "C", "C", "C", "C", "C", "N", "N", "N", "C", "C", "H", "H", "H", "H", "H", "H", "H", "H", "H", "H", "H", "H", "H", "H", "H"], "xyz": [[1.303, -2.613, 1.550], [0.437, -1.456, 1.158], [-0.630, -1.557, 0.315], [-1.430, -0.356, -0.073], [-0.597, 0.973, -0.065], [-1.579, 2.174, -0.119], [0.375, 1.202, -1.476], [1.580, 0.466, -1.354], [-0.309, 0.907, -2.676], [0.334, 1.056, 1.113], [0.771, -0.071, 1.673], [2.263, -2.244, 1.919], [1.445, -3.452, 0.769], [0.968, -3.002, 2.427], [-0.818, -2.472, -0.157], [-2.018, -0.529, -1.068], [-2.148, -0.179, 0.815], [-2.402, 1.998, -0.837], [-0.927, 3.061, -0.335], [-2.057, 2.272, 0.866], [1.398, -0.561, -1.491], [1.889, 0.569, -0.402], [-0.082, 1.603, -3.378], [0.102, -0.005, -3.021], [0.650, 2.140, 1.405], [1.482, 0.076, 2.444]], "forces_ev_per_angstrom": [[1.500, 0.319, -2.345], [-1.222, 1.089, -1.023], [2.074, 1.286, 1.068], [-0.807, 0.706, 0.215], [-0.560, 0.121, -2.763], [0.894, -0.312, 0.165], [-1.179, 0.408, 2.766], [-0.036, -1.086, -1.319], [0.759, -1.856, 0.266], [-0.492, 1.534, -0.709], [-0.215, -0.514, -0.528], [0.381, 0.018, -0.746], [-0.313, 1.538, 1.195], [-1.518, -1.682, 2.437], [-0.441, -1.348, -0.470], [1.057, 0.592, 1.895], [0.434, -0.288, -1.483], [0.743, 0.313, 0.043], [-1.054, -0.518, 0.026], [0.186, 0.165, -0.152], [0.053, 0.919, 0.308], [0.201, 0.086, 0.109], [0.200, 0.073, 0.215], [-0.898, 1.154, 0.184], [-0.394, -2.283, -0.291], [0.648, -0.435, 0.937]]}

---

4.
{"formula": "C8H15N3O5", "method": "ωB97M-V with the def2-TZVPD basis set", "smiles": "NC(=O)CC[C@H](N)C(=O)N[C@@H](CO)C(=O)O", "relative_energy_kj_mol": 61.3, "gap_ev": 9.61, "symbols": ["N", "C", "O", "C", "C", "C", "N", "C", "O", "N", "C", "C", "O", "C", "O", "O", "H", "H", "H", "H", "H", "H", "H", "H", "H", "H", "H", "H", "H", "H", "H"], "xyz": [[-2.082, 1.144, 2.665], [-2.079, -0.198, 3.036], [-2.624, -0.619, 4.011], [-1.266, -1.161, 2.155], [-1.940, -1.499, 0.845], [-1.048, -1.373, -0.438], [-0.210, -2.554, -0.784], [-0.340, -0.101, -0.581], [-0.793, 0.980, 0.015], [0.830, -0.093, -1.220], [1.527, 1.192, -1.613], [2.245, 1.792, -0.349], [1.379, 2.492, 0.562], [2.514, 0.842, -2.735], [3.159, -0.130, -2.672], [2.504, 1.785, -3.641], [-2.845, 1.716, 3.008], [-1.713, 1.295, 1.731], [-1.126, -2.039, 2.742], [-0.288, -0.720, 2.091], [-2.312, -2.545, 0.816], [-2.807, -0.829, 0.681], [-1.839, -1.389, -1.240], [0.475, -2.786, -0.079], [-0.763, -3.371, -0.975], [1.251, -0.967, -1.556], [0.767, 1.918, -1.925], [2.860, 0.954, 0.113], [3.006, 2.556, -0.705], [0.485, 2.116, 0.454], [3.073, 1.592, -4.413]], "forces_ev_per_angstrom": [[0.123, -1.340, -0.270], [0.643, 0.744, -1.009], [-1.017, -0.298, 1.355], [-0.267, 0.713, 0.662], [0.071, 0.290, -1.217], [-2.094, -2.473, -0.658], [0.189, 1.109, 0.126], [0.188, 3.965, 2.334], [0.994, -3.265, -2.325], [0.521, 0.818, -0.889], [-0.775, -0.463, 1.631], [1.097, 0.608, -0.343], [0.832, -0.846, -0.997], [-2.345, 1.817, 2.137], [1.964, -2.547, -0.649], [0.327, 0.855, -1.641], [0.301, -0.166, -0.055], [-0.250, 0.346, 0.107], [-0.057, -0.655, 0.559], [0.626, 0.291, -0.647], [0.103, 0.652, 0.222], [0.384, -0.382, 0.128], [0.807, 0.309, 0.366], [-0.039, 0.022, 0.268], [-0.218, -0.064, 0.015], [-0.557, 0.437, 0.148], [0.172, -0.278, -0.104], [-0.910, 0.854, -0.178], [-0.826, -0.790, 0.308], [0.072, -0.145, 0.055], [-0.060, -0.117, 0.562]]}

---

5.
{"formula": "C8H15N3O7", "method": "ωB97M-V with the def2-TZVPD basis set", "smiles": "CN(N=O)C(=O)N[C@H](C=O)[C@H](O)[C@@H](O)[C@@H](O)CO", "relative_energy_kj_mol": 0.0, "gap_ev": 9.97, "symbols": ["C", "N", "N", "O", "C", "O", "N", "C", "C", "O", "C", "O", "C", "O", "C", "O", "C", "O", "H", "H", "H", "H", "H", "H", "H", "H", "H", "H", "H", "H", "H", "H", "H"], "xyz": [[-4.862, -0.517, 0.612], [-3.522, -0.672, 0.087], [-3.254, -1.859, -0.382], [-2.141, -2.098, -0.847], [-2.680, 0.494, 0.194], [-3.107, 1.484, 0.735], [-1.461, 0.351, -0.346], [-0.484, 1.403, -0.290], [0.085, 1.705, -1.659], [0.978, 2.498, -1.840], [0.695, 1.044, 0.654], [1.573, 2.120, 0.810], [1.388, -0.228, 0.079], [1.332, -0.227, -1.336], [2.840, -0.344, 0.594], [2.919, -0.125, 1.974], [3.415, -1.744, 0.313], [3.496, -2.041, -1.054], [-4.816, -0.235, 1.664], [-5.378, -1.465, 0.493], [-5.382, 0.272, 0.069], [-1.210, -0.544, -0.773], [-0.974, 2.303, 0.104], [-0.428, 1.205, -2.495], [0.307, 0.812, 1.653], [1.697, 2.542, -0.062], [0.811, -1.101, 0.408], [2.149, 0.150, -1.692], [3.449, 0.397, 0.046], [2.712, 0.804, 2.144], [4.435, -1.776, 0.700], [2.816, -2.484, 0.858], [2.603, -2.127, -1.414]], "forces_ev_per_angstrom": [[-0.475, 0.150, 0.232], [0.165, 0.846, 0.221], [0.613, -1.361, -0.639], [-0.684, 0.414, 0.357], [0.301, -0.274, -0.212], [-0.192, 0.062, 0.103], [0.577, -0.288, -0.399], [0.278, 0.372, 0.649], [-0.461, 0.248, -0.219], [0.070, 0.199, 0.001], [-0.367, -0.695, -0.277], [0.309, 0.472, -0.085], [0.126, 0.318, 0.980], [0.160, -0.363, -0.360], [-0.084, -0.327, -0.632], [-0.101, 0.001, 0.330], [-0.004, 0.414, 0.568], [-0.099, -0.093, -0.517], [-0.037, -0.039, -0.072], [0.064, 0.037, -0.017], [-0.001, -0.065, 0.045], [-0.319, 0.232, 0.218], [0.135, -0.113, -0.152], [-0.005, 0.033, -0.129], [-0.034, -0.014, -0.193], [-0.021, -0.049, 0.143], [0.078, 0.039, 0.003], [-0.064, -0.005, 0.020], [-0.092, -0.111, 0.012], [0.087, -0.062, -0.101], [-0.103, -0.015, 0.043], [0.047, 0.027, 0.019], [0.132, 0.008, 0.060]]}

---

6.
{"formula": "C8H15NOS2", "method": "ωB97M-V with the def2-TZVPD basis set", "relative_energy_kj_mol": 223.2, "gap_ev": 9.52, "symbols": ["C", "C", "C", "C", "C", "C", "C", "C", "H", "H", "H", "H", "H", "H", "H", "H", "H", "H", "H", "H", "H", "H", "H", "N", "O", "S", "S"], "xyz": [[-0.127, 0.007, -2.407], [-0.961, -1.702, -0.445], [0.399, -1.878, 0.220], [0.318, -2.161, 1.726], [-0.278, -1.049, 2.602], [0.472, 0.291, 2.546], [-0.106, 1.220, 1.476], [0.289, 3.312, -0.119], [0.041, 0.202, -3.452], [-0.787, 0.775, -1.995], [0.854, 0.030, -1.915], [-1.521, -0.814, -0.087], [-1.584, -2.573, -0.216], [1.033, -0.994, 0.045], [0.926, -2.719, -0.288], [1.305, -2.363, 2.080], [-0.284, -3.093, 1.893], [-1.360, -0.904, 2.317], [-0.284, -1.407, 3.615], [0.414, 0.800, 3.513], [1.520, 0.115, 2.363], [-0.081, 0.779, 0.495], [-1.150, 1.488, 1.709], [-0.131, 3.657, -1.139], [0.179, -2.633, -2.678], [-0.865, -1.633, -2.266], [0.890, 2.752, 1.374]], "forces_ev_per_angstrom": [[0.433, 0.001, 0.528], [-0.122, 0.151, 0.359], [0.470, -0.202, -0.248], [-1.200, -0.294, -0.257], [-0.903, 0.141, -0.936], [-0.624, 0.185, -0.014], [-0.334, 0.197, 0.430], [-0.079, -0.033, -0.068], [-0.093, 0.005, -0.451], [-0.006, -0.136, -0.040], [-0.285, -0.061, -0.013], [0.286, -0.355, -0.308], [0.011, 0.036, -0.147], [-0.148, -0.217, 0.055], [-0.392, 0.535, 0.326], [0.824, -0.254, 0.275], [0.473, 0.669, -0.145], [0.915, 0.000, 0.335], [-0.042, -0.159, 0.567], [-0.056, -0.046, -0.031], [0.489, -0.082, -0.169], [0.043, -0.232, -0.319], [0.437, -0.076, -0.046], [0.159, -0.108, 0.359], [-0.474, 0.586, 0.246], [0.315, -0.350, -0.075], [-0.098, 0.098, -0.215]]}